1.
Molecular formula: C5H8O
Method: DFT, ωB97M-V with the def2-TZVPD basis set

Structure (XYZ):
```
14
Properties=species:S:1:pos:R:3:lowdin_charge:R:1
O -1.09 0.86 1.34 -0.073
C 1.37 -0.49 -0.18 -0.094
C -1.16 -0.67 -0.60 -0.181
C 0.25 -0.92 -0.29 -0.056
C -1.89 -0.05 0.61 -0.274
C 2.47 0.46 -0.36 -0.095
H -2.27 -0.85 1.26 0.116
H -1.09 0.08 -1.40 0.121
H -2.74 0.53 0.24 0.117
H 2.14 1.40 0.10 0.084
H 2.57 0.63 -1.43 0.084
H -1.71 -1.52 -1.00 0.108
H 3.43 0.17 0.06 0.069
H -0.31 0.37 1.63 0.075
```

The gap between HOMO and LUMO is 10.5 eV. For the molar mass, the calculation gives 84.118 g mol⁻¹. The value obtained for the energy is -270.4646 a.u. The relative energy (zero: lowest compared OMol25 entry of this formula, charge and spin) is 58.6 kcal/mol. As for the SMILES: CC#CCCO.


2.
Molecular formula: C5H8O
Method: DFT, ωB97M-V with the def2-TZVPD basis set

Structure (XYZ):
```
14
Properties=species:S:1:pos:R:3:lowdin_charge:R:1
O 1.25 -1.80 0.29 -0.056
C -1.67 0.54 0.00 -0.064
C -0.38 -0.18 -0.09 -0.276
C 1.77 -0.73 -0.30 -0.150
C 0.83 0.26 -0.58 -0.049
C -0.17 -1.57 0.42 -0.131
H -0.67 -2.34 -0.20 0.133
H -2.44 0.12 -0.66 0.079
H -1.54 1.60 -0.26 0.077
H -2.07 0.50 1.02 0.079
H 1.71 5.00 0.54 0.002
H 2.84 -0.75 -0.47 0.115
H -0.46 -1.74 1.46 0.131
H 1.03 1.21 -1.05 0.111
```

The gap between HOMO and LUMO (alpha / beta) is 10.5 / 7.2 eV. For the molar mass, the calculation gives 84.118 g mol⁻¹. The value obtained for the energy is -270.3834 a.u. The relative energy (zero: lowest compared OMol25 entry of this formula, charge and spin) is 109.5 kcal/mol.


3.
Molecular formula: C5H8O
Method: DFT, ωB97M-V with the def2-TZVPD basis set

Structure (XYZ):
```
14
Properties=species:S:1:pos:R:3:lowdin_charge:R:1
O 1.02 1.01 0.20 -0.077
C -1.27 -0.39 0.79 -0.080
C -0.02 1.08 -0.66 -0.207
C 0.09 -0.94 1.22 -0.152
C -1.28 0.51 -0.22 -0.089
C 0.97 -0.38 0.18 -0.196
H 0.04 1.89 -1.39 0.125
H 1.46 0.38 -2.00 0.074
H 0.14 -2.03 1.22 0.115
H 0.84 -0.87 -0.77 0.064
H -2.19 0.89 -0.67 0.108
H -2.16 -0.61 1.37 0.094
H 2.03 0.02 -1.66 0.092
H 0.35 -0.58 2.23 0.128
```

The gap between HOMO and LUMO (alpha / beta) is 7.9 / 7.9 eV. For the molar mass, the calculation gives 84.118 g mol⁻¹. The value obtained for the energy is -270.3467 a.u. The relative energy (zero: lowest compared OMol25 entry of this formula, charge and spin) is 132.5 kcal/mol.